Entry 1:
ORCA calculation (ωB97M-V/def2-TZVPD) on a structure of composition C30H36Cl3Ge2NO4RhSSi.

Each line ends with the Löwdin spin population.
Element x y z (Å)
H (-0.43573, 6.28754, -0.07955)  0.001
H (5.64198, -0.70124, -1.83657)  0.000
O (-2.17750, -4.44941, -2.19872)  0.006
C (2.75923, -3.30270, 0.35556)  -0.010
H (-1.05604, 5.26139, -2.24496)  0.000
H (1.12562, -2.33360, -0.58751)  0.010
H (-1.66786, -0.40220, -3.91282)  0.000
C (1.44531, -1.40001, -4.15196)  0.029
H (-7.01710, 0.41783, 2.43185)  0.001
H (1.26128, 2.58914, 1.18716)  0.002
H (2.88899, 1.63179, -3.92859)  0.000
H (-1.60385, 1.36590, -3.94183)  0.000
Si (-0.98080, -0.57392, 2.90012)  0.048
H (6.32010, -0.37758, 0.52071)  0.001
H (-1.50054, 1.30432, 1.30640)  0.005
C (-4.56886, -0.59090, 0.34648)  0.022
C (4.37619, 0.30440, 1.12963)  -0.001
O (-1.04290, -2.34814, -2.29352)  0.068
H (1.50551, 2.73679, -3.95993)  0.000
C (-1.56864, 1.10955, 2.37800)  0.013
S (-2.62692, 0.74595, -1.13620)  0.284
C (1.77338, -2.31271, 2.77123)  0.139
O (0.18819, -4.37366, -2.07759)  0.009
C (-4.55509, 1.76588, 0.55025)  0.023
C (1.86298, 1.75821, -4.26869)  0.068
H (2.37255, 0.91557, 1.47647)  0.002
C (0.45460, 4.48714, 0.67663)  -0.001
H (-1.04397, 0.43780, -5.35128)  0.005
H (-6.02763, 2.61794, 1.83498)  0.000
C (0.43706, 2.56143, -0.80851)  0.050
C (-5.64039, -0.68666, 1.21543)  -0.002
H (-0.97675, 1.87711, 2.88247)  0.000
H (3.35737, -0.23650, -2.53706)  0.003
H (1.26239, -1.47606, -5.22773)  0.006
H (0.06488, -1.25088, 5.08275)  0.000
C (3.61859, -0.07335, -1.50297)  0.020
H (4.66034, 0.44486, 2.16528)  0.000
C (-0.19198, 5.25252, -0.28165)  0.017
C (1.07363, -1.99917, 1.55839)  0.067
H (0.92023, -2.20600, -3.64925)  0.000
H (-6.04180, -1.65870, 1.46375)  0.000
C (3.07808, 0.58017, 0.72541)  0.019
C (2.91461, -3.07028, 2.75898)  -0.002
H (-2.81365, -2.09539, 2.20749)  0.001
H (4.32153, -4.16683, 1.55236)  0.010
H (3.42198, -3.28964, 3.68902)  -0.004
H (-1.97080, -2.69191, 3.63522)  0.000
H (0.71757, 4.92249, 1.63267)  0.000
Cl (-3.89337, 3.33273, 0.19727)  0.010
Cl (-1.04188, -3.73288, -1.72703)  0.006
Ge (0.75268, 0.63743, -1.04051)  0.367
H (3.13831, -3.69634, -0.57746)  -0.004
O (-1.11968, -3.51783, -0.27257)  0.037
H (-3.13082, -1.36100, 3.78513)  0.002
H (-0.69613, 0.33704, 5.11649)  0.000
C (1.62075, -2.53701, 0.34992)  0.158
C (-3.98544, 0.62504, -0.02500)  0.036
C (5.30614, -0.16016, 0.21026)  0.012
H (-2.61312, 1.25138, 2.66723)  0.001
N (-0.02166, -1.24072, 1.52996)  0.500
C (3.41929, -3.56961, 1.55273)  0.190
C (-6.17657, 0.47303, 1.75381)  0.021
H (1.83452, 1.68984, -5.35976)  0.012
H (1.39008, -1.94777, 3.71064)  0.006
C (-2.35385, -1.79169, 3.14891)  0.016
C (0.76296, 3.15902, 0.41288)  0.019
C (-0.23326, 3.34669, -1.74777)  0.021
C (-0.07424, -0.33078, 4.51356)  0.003
C (-0.53595, 4.67738, -1.49597)  0.000
H (-0.54941, 2.92050, -2.69066)  0.002
Cl (-3.90689, -2.07453, -0.27705)  0.046
C (-1.09737, 0.45786, -4.25911)  0.026
C (2.66504, 0.39894, -0.60061)  0.064
H (0.89562, 0.15509, 4.38712)  0.000
Rh (-1.20502, -0.99959, -0.42415)  2.348
C (-5.63036, 1.70186, 1.42131)  -0.002
H (2.51347, -1.49332, -3.97841)  0.000
Ge (0.72690, 0.32365, -3.62969)  0.191
C (4.92388, -0.34256, -1.10928)  0.000

Summary:
⟨S²⟩: 8.81
2S+1: 6
orbital gap (alpha / beta): 7.241 / 5.753 eV

Entry 2:
ORCA calculation (ωB97M-V/def2-TZVPD) on a structure of composition C30H36Cl3N2O3Zr.

Each line ends with the Löwdin charge.
Element x y z (Å)
C (-0.98089, -3.44434, 1.49976)  -0.204
H (1.63406, -0.52821, 4.67953)  0.124
H (-4.01816, 2.43217, -0.63369)  0.145
H (2.43452, 0.97581, 4.17363)  0.110
Cl (-0.63839, 4.52372, -2.57707)  0.819
H (4.11363, 1.58611, 1.81194)  0.084
C (2.26718, -0.06591, 3.91682)  0.046
C (1.29402, -1.59744, 2.07638)  -0.246
C (3.70827, -1.00791, -0.03937)  0.000
H (-3.31296, 1.17811, 1.35207)  0.130
C (0.44585, 3.36470, -1.96214)  -1.359
H (3.29037, -1.92601, 0.35997)  0.081
H (-2.32956, -5.07605, 1.78858)  0.137
C (-1.68956, -0.61336, -1.03787)  -0.204
O (0.02426, 1.92913, -3.84012)  0.190
C (-2.94052, 0.88620, 0.37831)  -0.047
H (-1.79382, -6.18112, -0.34365)  0.133
N (1.28256, 0.77864, 1.83537)  0.008
H (-3.66807, 3.00731, -3.00435)  0.094
C (1.74380, -2.76605, 2.87390)  0.030
H (-0.20527, -5.13003, -1.91407)  0.134
C (-3.34182, 1.59363, -0.75043)  0.006
C (-1.30735, -5.25203, -0.07937)  -0.005
H (3.38708, 2.07129, 0.26906)  0.045
H (1.26742, -2.78084, 3.85650)  0.116
C (-3.38272, 1.98432, -3.24252)  -0.007
H (0.98266, -3.28552, -2.63418)  0.110
C (3.64653, 2.41502, 1.27386)  -0.024
C (0.21509, -3.46703, -0.64283)  -0.225
O (2.61006, -0.21810, -0.59916)  -0.276
H (4.20295, -0.42109, 0.72993)  0.091
H (-2.63262, 1.99035, -4.03196)  0.087
H (-0.96235, -3.39315, 3.65411)  0.101
C (2.41879, 4.27029, 2.44922)  -0.005
Zr (0.48836, 0.30960, -0.23497)  1.823
H (2.81774, -2.67828, 3.05874)  0.117
H (-0.53520, 4.30020, 4.09914)  0.132
H (4.40307, -1.24476, -0.84022)  0.125
C (2.45343, 2.94816, 2.01771)  -0.235
H (3.21720, -0.60604, 3.94292)  0.120
H (2.18772, -2.97011, -1.39333)  0.093
O (0.98594, 1.02570, -2.01887)  -0.305
H (4.40371, 3.18823, 1.16429)  0.102
H (0.97080, -1.76120, -1.78652)  0.038
C (1.13523, -2.84037, -1.65302)  -0.011
C (0.27737, 2.59264, 3.09913)  -0.237
H (-1.65352, 2.23359, 3.96214)  0.102
H (1.33638, 5.78872, 3.50187)  0.129
C (1.36331, 2.14514, 2.34280)  -0.287
H (-1.25737, 1.11895, 2.65669)  0.044
C (0.45138, 2.02719, -2.74578)  -0.696
Cl (-0.23258, 2.80801, -0.21747)  0.703
Cl (2.05232, 3.95341, -1.72040)  0.787
C (-2.04418, 0.14613, -2.15534)  -0.006
C (-0.84215, 1.67124, 3.50527)  -0.010
H (-1.70247, -0.15299, -3.13972)  0.147
H (-0.51123, 0.93446, 4.24243)  0.091
C (-2.12039, -0.23360, 0.25054)  -0.157
H (-2.47490, -2.90712, 2.93110)  0.106
C (-0.04240, -2.89362, 0.61180)  -0.215
C (1.63868, -0.20863, 2.58128)  -0.219
N (0.61955, -1.65298, 0.97607)  0.022
C (0.28740, 3.92222, 3.50546)  -0.006
H (-1.93907, -0.88154, 1.10145)  0.094
H (-1.20410, -1.58166, -1.17881)  0.107
C (1.34270, 4.75790, 3.17445)  -0.016
H (1.53543, -3.70453, 2.36838)  0.114
C (-0.41081, -4.66253, -0.95954)  0.000
C (-2.90464, 1.24902, -2.03083)  -0.225
H (2.89100, 0.19221, -1.43204)  0.121
C (-1.39323, -2.83883, 2.81825)  -0.025
H (-4.27086, 1.48348, -3.63750)  0.118
H (3.25606, 4.91922, 2.22554)  0.132
C (-1.60193, -4.63335, 1.11986)  0.001
H (-1.11554, -1.78905, 2.94069)  0.063

Summary:
net charge: +3
orbital gap: 6.213 eV

Entry 3:
ORCA calculation (ωB97M-V/def2-TZVPD) on a structure of composition C30H36Cl4GeN3O5SiZn in a non-equilibrium geometry.

Each line ends with the Löwdin spin population.
Element x y z (Å)
H (-2.29820, 3.28452, 1.26446)  0.000
C (-5.41020, -0.44497, 0.30399)  0.000
Cl (3.46797, -0.29134, -2.15336)  0.000
H (3.16062, -2.88621, 4.62231)  0.000
H (0.13932, -3.72847, -0.40157)  0.024
H (-3.84708, -1.72248, -1.68608)  0.000
C (-2.80620, 1.46271, -1.31984)  0.000
O (-0.58374, -4.50324, -2.50144)  0.003
O (-2.80487, -3.91681, -3.04529)  0.000
H (5.24815, -4.61095, -0.16745)  0.000
H (3.89823, -0.79232, 5.33546)  0.000
C (-1.77203, 4.15268, -3.19280)  0.000
H (5.35267, 1.18653, 1.96661)  0.000
C (5.13348, -3.88465, 0.63414)  0.007
C (-1.27806, 3.96901, -1.89737)  0.000
C (-0.95380, 5.10829, -1.15963)  0.000
H (2.88363, -3.71234, 2.38693)  0.009
H (-6.27346, -1.05879, 0.56371)  0.000
H (6.12660, -3.52677, 0.91915)  0.000
H (-4.02243, -2.10809, 0.47210)  0.000
Cl (3.58673, -1.89508, 1.08188)  0.010
H (-3.86627, -0.38953, -2.81609)  0.000
Si (-1.04923, 2.22317, -1.23439)  0.000
H (-0.85780, 7.25066, -1.10029)  0.000
H (-1.59984, 3.37190, 3.61556)  0.000
H (-6.08834, -0.82438, -1.74083)  0.000
C (3.96763, -0.94274, 4.26609)  0.003
H (2.40290, -6.29371, 0.67415)  0.002
Ge (5.37022, -0.02633, -1.00703)  0.001
O (-1.86916, -3.24776, -0.97255)  0.007
H (-0.10044, 1.23590, -3.27488)  0.000
H (-5.52898, 0.81019, -1.47627)  0.000
C (4.57042, -0.35488, 1.01524)  -0.005
H (-1.74982, 7.53050, -3.38948)  0.000
H (2.09553, 1.47805, 2.58323)  0.000
C (3.30529, -2.74628, 2.61637)  0.013
C (1.15795, -1.97473, 0.22393)  0.008
C (-5.33082, -0.23304, -1.22379)  0.000
H (-2.32618, 5.53550, -4.73531)  0.000
C (-1.62004, 6.53919, -2.97394)  0.000
C (-1.94501, 5.41977, -3.72838)  0.000
Cl (-1.61623, -3.52775, -2.37108)  0.001
H (1.04089, 1.05731, -1.94289)  0.000
C (-0.01765, 1.05737, -2.19888)  0.000
C (4.79398, 0.27381, 2.17159)  0.003
C (3.47902, -2.22143, 3.82399)  0.001
Zn (-0.93354, -0.66559, -1.73273)  0.000
H (4.69509, -4.39784, 1.48459)  0.003
O (-1.12767, -2.24903, -2.98137)  0.000
C (-4.13091, -1.08520, 0.83700)  0.000
O (0.14650, -1.30636, 0.02905)  -0.012
C (4.51170, 0.07033, 3.57466)  -0.001
C (-1.12136, 6.38132, -1.68982)  0.000
C (1.13144, 1.87489, 2.29526)  0.000
H (-4.16023, -1.14229, 1.92717)  0.000
N (2.25653, -1.21820, 0.64566)  -0.005
C (1.11760, -3.41675, -0.03316)  0.082
H (-0.55543, 5.00274, -0.15696)  0.000
H (-2.97497, 0.71241, 0.94723)  0.000
N (4.31490, -2.79810, 0.06070)  0.088
H (-5.55185, 0.51656, 0.80536)  0.000
N (-2.84108, -0.00073, -1.03732)  0.000
C (-1.32956, 2.88004, 1.54436)  0.000
H (3.18164, -5.84983, -0.84697)  0.008
H (-1.99971, -0.73383, 0.78346)  0.000
H (0.59979, 2.46477, 4.29195)  0.000
C (-0.50267, 2.32298, 0.56386)  0.000
H (1.40454, 1.38537, 0.23466)  0.000
C (2.28669, -5.70597, -0.23851)  0.100
Cl (5.14927, 2.17718, -0.48568)  0.001
H (1.42852, -6.09139, -0.80099)  0.029
C (-0.94209, 2.93406, 2.87488)  0.000
C (2.09136, -4.28868, 0.06455)  0.619
H (-2.01607, 3.29015, -3.80564)  0.000
H (-3.11366, 1.60289, -2.36247)  0.000
C (0.73736, 1.82649, 0.96461)  0.000
C (0.29331, 2.42596, 3.25332)  0.000
C (-3.96654, -0.64615, -1.76052)  0.000
C (-2.91793, -0.25570, 0.44389)  0.000
H (-3.54764, 1.98982, -0.70793)  0.000
H (4.82134, 0.91165, 4.18391)  0.000

Summary:
⟨S²⟩: 0.76
2S+1: 2
orbital gap (alpha / beta): 6.330 / 6.300 eV

| no. | E (hartree) |
| --- | --- |
| 1 | -7852.82261 |
| 2 | -2926.78041 |
| 3 | -7691.07791 |